# 1
ORCA calculation (wB97M-V/def2-TZVPD) on one molecule with the formula C3H6N2S2.

The geometry in XYZ format:
```
13
Properties=species:S:1:pos:R:3:forces:R:3:nbo_charge:R:1
H -0.70283 -2.60460 -0.92138 1.01 -0.67 0.27 0.2286
S -0.43014 0.79110 1.58387 1.14 0.51 1.50 0.1129
H -0.54600 2.24144 -2.27660 0.14 0.63 0.43 0.3710
C -1.34438 -1.76612 -0.88089 -0.71 2.09 -1.78 -0.6394
C -0.65989 -0.37605 -0.80431 0.70 -2.51 1.29 0.1474
H 0.73052 0.82212 2.38745 -1.34 0.10 -0.62 0.1622
H -0.29296 2.05913 -0.56165 0.16 -0.27 -1.66 0.3580
N -0.19931 1.65569 -1.53263 0.05 1.40 0.51 -0.6582
N -0.87025 0.48347 -1.68974 -0.23 -0.34 -0.19 -0.2210
C 0.34063 -0.12764 0.37151 -0.31 -1.37 -0.95 -0.3684
H -1.95561 -1.78990 -1.81741 0.64 0.22 0.54 0.2345
S 1.82460 -0.80417 0.52545 -0.80 0.40 -0.47 0.0545
H -2.07573 -1.87441 -0.12091 -0.44 -0.18 1.14 0.2180
```
Forces are in eV/Å.

Values from the calculation:
Highest occupied orbital energy, eV: -8.88
Total charge: 0
SMILES: C/C(=N/N)C(=S)S
ΔE to the lowest compared entry with this formula, charge and spin, kcal/mol: 47.56
Kohn-Sham gap, eV: 8.367
DFT total energy, eV: -27857.03438

---

# 2
ORCA calculation (wB97M-V/def2-TZVPD) on C2H34InO19P as an isolated structure.

The geometry in XYZ format:
```
57
Properties=species:S:1:pos:R:3:forces:R:3:nbo_charge:R:1
O 16.58030 3.03218 -3.82978 -0.44 0.23 0.67 -0.7294
H 19.31333 3.08901 0.79403 0.18 0.34 0.05 0.4726
H 19.45865 8.60442 2.43769 0.12 -0.29 -0.16 0.4752
O 20.66812 8.69135 -4.08113 -0.08 0.33 -0.10 -0.9474
H 16.29563 1.91779 -5.50547 -0.07 0.17 -0.07 0.1853
O 22.06750 10.18221 0.64116 -0.04 0.35 -0.06 -0.9388
O 16.64784 7.36956 -3.44486 -0.22 0.29 0.20 -0.9562
H 20.35459 5.18850 -3.98472 -0.09 0.02 0.45 0.4732
H 17.74577 2.94230 -5.47449 0.10 -0.29 -0.40 0.1576
O 14.78526 9.14147 3.51391 -0.04 0.26 -0.35 -0.9587
H 22.23587 9.87481 1.53188 0.18 -0.18 0.20 0.4695
H 18.75962 5.50634 4.19482 -0.38 0.04 0.12 0.4768
O 20.89392 5.21089 -4.77519 -0.03 0.31 -0.15 -0.9412
H 15.11948 8.27087 3.72974 0.16 -0.46 0.02 0.4882
O 21.27205 2.29963 -2.26456 0.12 -0.03 -0.31 -0.9367
H 22.16825 6.58456 1.93141 -0.22 -0.21 -0.28 0.4719
P 19.08118 6.29791 -0.38702 0.72 -0.75 -1.57 2.3940
H 20.47796 2.82169 -2.37901 -0.17 0.18 0.05 0.4592
O 20.06431 5.62693 0.57212 0.10 0.28 -0.51 -0.8790
H 16.78327 7.44950 -4.38906 0.04 0.09 -0.25 0.4747
O 17.76737 6.53970 0.34178 -0.67 0.30 -0.37 -0.8487
H 16.21811 3.69246 -5.80516 -0.43 0.04 0.18 0.1606
H 20.63883 4.42722 -5.26204 0.06 -0.22 -0.18 0.4689
H 15.74741 4.95054 3.50442 -0.15 -0.28 0.02 0.4809
O 19.55537 7.75305 -0.69423 -0.43 -1.23 0.44 -0.7605
H 18.31375 2.41520 -0.12179 -0.18 0.03 -0.21 0.4672
H 12.23067 7.38211 0.11170 -0.23 0.04 -0.01 0.4737
H 15.63815 4.80280 -0.07581 0.32 0.23 0.02 0.4719
H 21.19216 1.93093 -1.38484 0.01 -0.13 0.33 0.4778
O 19.02900 9.35917 2.84015 -0.34 0.13 -0.18 -0.9506
H 19.80387 5.30531 3.11732 0.03 -0.04 -0.43 0.4724
O 13.18545 7.35864 0.17547 0.23 0.37 -0.03 -0.9575
H 13.39631 6.43073 0.27918 0.15 -0.39 -0.04 0.4852
C 16.68556 2.89641 -5.22559 0.92 -0.12 -0.28 -0.2409
O 16.17912 5.80018 3.59368 0.05 0.33 0.26 -0.9590
H 23.61856 1.73621 3.12432 -0.30 -0.29 -0.52 0.1833
H 20.64040 7.89728 -4.61490 0.12 -0.34 -0.19 0.4769
O 19.67975 5.27617 4.06599 0.30 0.04 0.17 -0.9498
H 15.31507 3.67139 -1.02839 0.02 -0.17 -0.33 0.4811
H 19.64569 9.65833 3.50829 0.13 0.12 0.19 0.4762
O 22.92910 2.98526 1.61134 0.46 -0.53 0.38 -0.7287
H 14.60793 9.54760 4.36235 -0.03 0.14 0.18 0.4718
H 16.68813 5.89647 2.78879 0.19 0.09 -0.41 0.4796
H 17.30847 3.57434 -3.51765 -0.03 0.05 0.04 0.4676
H 22.74245 6.86124 3.30460 -0.02 -0.10 0.30 0.4682
H 20.30301 8.42600 -3.23702 -0.06 -0.11 0.34 0.4711
O 14.98686 4.12363 -0.25124 -0.29 0.09 0.28 -0.9520
O 22.93713 6.94720 2.37136 0.11 0.32 -0.04 -0.9392
In 16.24046 10.11199 -0.29395 0.12 -0.54 0.18 0.9892
H 21.82362 2.08407 3.13557 0.12 -0.43 0.01 0.1684
H 17.15133 6.59480 -3.19494 0.27 -0.28 0.25 0.4826
H 22.22913 3.61234 1.41535 -0.07 0.02 0.30 0.4678
O 18.89928 5.41534 -1.67958 0.03 1.41 2.10 -0.9077
C 22.82739 2.46454 2.94632 -0.18 0.80 -0.15 -0.2487
H 23.01846 3.21618 3.71223 -0.06 0.45 -0.07 0.1586
H 21.43012 9.56080 0.28928 -0.15 -0.25 -0.18 0.4705
O 18.85057 2.26257 0.65588 0.05 -0.26 0.11 -0.9391
```
Forces are in eV/Å.

Values from the calculation:
Highest occupied orbital energy, eV: -9.85
Total charge: 0
Kohn-Sham gap, eV: 4.443
DFT total energy, eV: -55986.79067

---

# 3
ORCA calculation (wB97M-V/def2-TZVPD) on one molecule with the formula C4H8BrNO.

The geometry in XYZ format:
```
15
Properties=species:S:1:pos:R:3:forces:R:3:nbo_charge:R:1
H 0.33601 2.41678 0.52341 0.94 0.16 -0.12 0.2322
Br 2.44199 0.26795 0.12332 -1.04 -0.52 0.06 -0.1627
H 0.33631 -0.78790 2.20291 -0.50 -0.70 -3.10 0.2546
H -0.73161 0.05941 -2.54563 0.13 -0.44 -0.13 0.3551
H 0.95484 -2.25664 -0.84585 1.58 -3.77 1.63 0.4718
O 0.64656 -1.49902 -1.21101 -1.89 4.13 -0.95 -0.6836
C -0.24327 0.67364 -0.81436 -0.43 0.45 3.90 0.2795
H -0.83895 1.40613 1.22960 -0.65 -0.35 0.26 0.2128
H 0.24042 -2.28648 1.14996 0.15 0.13 -0.23 0.2247
N -0.85329 0.82904 -1.90095 0.59 -0.24 -0.17 -0.5970
H -1.10943 -1.15211 1.17761 0.04 -0.09 -0.27 0.2370
C 0.47572 -0.55705 -0.19711 1.37 -0.32 -1.36 0.3002
C -0.01894 -1.22693 1.12074 0.33 1.63 2.23 -0.6811
H -1.14307 2.32611 -0.30277 -2.01 1.70 -0.20 0.2365
C -0.49329 1.78706 0.29016 1.40 -1.78 -1.56 -0.6800
```
Forces are in eV/Å.

Values from the calculation:
Highest occupied orbital energy, eV: -9.99
Total charge: 0
SMILES: [H]/N=C(/C)[C@@](C)(O)Br
ΔE to the lowest compared entry with this formula, charge and spin, kcal/mol: 36.55
Kohn-Sham gap, eV: 10.300
DFT total energy, eV: -77856.42216